(1)
{"formula": "C31H20AuBrClN7O7", "method": "the ωB97M-V functional and the def2-TZVPD basis", "e_lumo_ev": [-1.038, -1.831], "total_charge": 0, "orbital_gap_ev": [6.35, 7.12], "molar_mass_da": 914.87, "multiplicity": 3, "energy_ev": -143490.2842, "elements": ["O", "H", "C", "C", "C", "C", "H", "N", "N", "H", "C", "H", "Cl", "H", "C", "Au", "C", "C", "C", "C", "O", "O", "H", "H", "C", "H", "Br", "H", "C", "H", "C", "H", "N", "H", "N", "N", "C", "C", "C", "C", "C", "C", "C", "C", "O", "H", "H", "H", "C", "C", "H", "O", "C", "C", "C", "N", "H", "C", "O", "C", "H", "O", "C", "H", "H", "N", "C", "C"], "coordinates": [[2.43, -0.75, -2.75], [5.05, -0.25, -3.32], [2.88, 1.55, -0.19], [-2.42, 2.46, -0.62], [-0.02, -0.50, 5.94], [1.03, -0.36, 3.79], [-4.27, -0.37, -3.39], [-5.53, -0.56, -1.04], [4.36, -1.65, -1.95], [-0.04, -0.22, 6.98], [-3.51, 1.60, -0.50], [4.52, -1.79, -4.02], [4.07, -0.24, 4.66], [-1.66, -2.37, 3.67], [-1.97, -0.23, -0.43], [0.79, -0.36, -0.53], [-3.31, 0.23, -0.48], [4.98, -2.27, -0.91], [-2.66, -2.52, -0.07], [5.05, -1.33, -3.18], [5.88, 1.57, 0.83], [6.20, 0.64, 2.81], [6.07, -1.70, -3.13], [-5.94, 4.25, -3.99], [3.05, -1.24, -1.83], [6.00, -2.58, -1.09], [-3.94, 3.79, -6.10], [-0.27, 2.54, -0.87], [-0.93, -1.70, 4.07], [-6.84, 2.84, -2.16], [3.02, -2.02, 0.48], [-1.76, -1.73, 6.05], [2.04, 0.15, 2.96], [-4.75, -2.87, -0.15], [-6.00, 0.49, -1.53], [-0.92, 0.63, -0.56], [-0.98, -1.34, 5.41], [2.91, 0.99, 1.19], [-5.60, 1.16, -2.62], [4.37, -2.49, 0.26], [-4.63, 0.64, -3.52], [-1.62, -1.58, -0.25], [0.99, 0.00, 5.13], [5.44, 1.01, 1.95], [2.39, -2.12, 1.52], [-4.51, 2.01, -0.42], [-2.39, -3.54, 0.14], [4.86, -2.98, 1.09], [-4.63, 2.71, -4.70], [-1.14, 1.93, -0.69], [1.74, 0.66, 5.54], [1.83, 1.26, -0.89], [-4.15, 1.42, -4.54], [-6.10, 2.46, -2.84], [-4.33, -0.80, -0.55], [2.46, -1.38, -0.61], [0.16, -1.50, 2.22], [3.36, 0.27, 3.22], [3.78, 2.27, -0.59], [-5.60, 3.23, -3.85], [5.16, 1.91, 0.24], [-0.35, -1.91, -0.26], [-3.97, -2.13, -0.22], [-3.41, 1.02, -5.22], [-2.57, 3.52, -0.68], [1.77, 0.57, 1.72], [3.98, 0.83, 2.10], [0.07, -1.21, 3.25]]}



(2)
{"formula": "C31H20BrF9NO7PRb", "method": "the ωB97M-V functional and the def2-TZVPD basis", "e_lumo_ev": 1.931, "total_charge": -1, "orbital_gap_ev": 7.91, "molar_mass_da": 885.83, "multiplicity": 1, "energy_ev": -152745.0515, "elements": ["C", "H", "C", "C", "H", "C", "C", "C", "C", "F", "C", "C", "F", "C", "C", "C", "C", "C", "H", "C", "C", "C", "H", "H", "C", "H", "O", "F", "O", "H", "O", "C", "O", "C", "H", "F", "H", "C", "F", "C", "C", "O", "H", "C", "H", "O", "C", "O", "F", "P", "C", "H", "F", "Br", "C", "C", "H", "C", "H", "H", "C", "N", "Rb", "H", "H", "H", "H", "C", "H", "F", "F"], "coordinates": [[0.95, -4.74, -0.35], [0.96, -3.20, 6.27], [3.22, -4.60, -1.12], [-1.32, -0.62, -3.10], [2.16, 6.00, 0.84], [0.70, -3.77, 5.39], [-2.97, 1.47, -0.50], [3.71, 4.49, 0.89], [-4.16, -4.10, -0.26], [-5.43, -5.64, -1.53], [-1.68, -3.48, 0.82], [0.60, -5.14, 5.43], [5.49, -4.57, -1.80], [2.88, 2.25, 0.71], [2.38, -2.93, 0.38], [-3.93, -4.32, 1.09], [0.46, -3.10, 4.19], [-5.48, -4.46, -0.87], [4.95, 2.72, 0.87], [4.30, -5.18, -1.98], [0.86, -5.90, 6.70], [1.43, 3.98, 0.65], [-2.27, 1.34, -2.99], [0.55, -2.02, 4.15], [3.07, 0.74, 0.67], [-3.21, 2.54, 2.48], [-1.87, 0.98, 1.61], [1.08, -5.09, 7.75], [-3.49, 2.52, 1.56], [-2.52, -4.17, 2.68], [3.56, 0.29, -0.38], [3.41, -3.45, -0.39], [-0.43, -1.10, -2.35], [1.98, -5.25, -1.11], [-4.70, -4.72, 1.72], [-5.90, -3.55, -1.77], [-0.20, -5.76, 2.21], [0.05, -5.20, 3.10], [1.93, -6.71, 6.59], [-3.17, -3.56, -1.07], [-1.93, -3.24, -0.53], [-2.05, 0.60, -1.07], [-0.02, -5.23, -0.36], [-2.68, 1.59, 0.98], [-1.20, -2.77, -1.17], [2.61, 0.13, 1.65], [-2.69, -4.00, 1.63], [-1.54, -0.84, -4.29], [4.50, -6.49, -1.73], [-0.12, -2.85, 1.52], [0.28, -5.87, 4.29], [0.21, -6.95, 4.33], [-0.19, -6.69, 7.03], [-0.39, 4.58, 0.50], [2.41, 4.95, 0.80], [1.14, -3.57, 0.40], [2.55, -2.01, 0.93], [-2.31, 0.38, -2.46], [4.36, -2.92, -0.41], [-3.34, -3.36, -2.12], [0.14, -3.81, 3.04], [1.61, 2.70, 0.62], [0.51, -0.02, -0.20], [-3.33, -0.03, -2.57], [1.83, -6.14, -1.70], [-2.94, 2.48, -0.94], [4.53, 5.19, 1.00], [3.95, 3.12, 0.83], [-4.01, 1.10, -0.59], [-6.46, -4.58, 0.05], [4.00, -5.09, -3.29]]}